# C33H48BrN3P2SeTi

A molecular structure, C33H48BrN3P2SeTi in a non-equilibrium geometry (the ωB97M-V functional and the def2-TZVPD basis, OMol25).

Last column: Löwdin charge in e.
Geometry (Å):
Br 1.37560 1.94230 -3.44136  0.432
Se 0.01986 0.89560 0.61243  0.811
Ti -0.24196 1.25840 -1.77141  0.246
P -0.46803 -1.28925 -1.98001  0.881
P 3.78185 0.12986 -2.41060  1.214
N -0.03143 -0.13211 3.38022  -0.052
N -5.58607 -1.98033 4.23528  0.108
N 0.70443 1.91144 3.30521  0.141
C 0.29419 0.21981 4.70293  -0.140
C 0.79364 1.51376 4.64234  -0.172
C 0.60089 1.73654 6.98705  -0.006
C 0.34391 -2.61316 -0.97721  -0.360
C 5.12857 2.74282 -2.54500  -0.111
C -0.76346 -1.33205 3.02564  0.009
C -3.93862 0.91425 1.70783  -0.018
C -1.89846 2.16534 -2.06797  -0.267
C -5.54369 -0.90544 2.12102  0.004
C -2.25283 -1.56171 -1.65875  -0.368
C 4.93700 -1.07297 -1.65876  -0.356
C 6.36014 -0.58699 -1.85473  -0.067
C 3.98993 -0.10237 -4.24067  -0.370
C 0.00543 0.45646 7.04282  -0.012
C -2.69262 -1.49453 -0.20104  -0.137
C -3.99174 -0.24921 3.89777  -0.022
C -3.94700 2.21887 -0.39558  -0.155
C -4.64722 -1.17095 4.72351  -0.088
C -0.18843 -0.32482 5.89383  0.025
C 0.95713 2.32126 5.75826  0.029
C -1.69709 2.88192 -0.85613  -0.200
C 4.39440 1.74891 -1.65894  -0.363
C -4.62909 1.49069 0.66458  0.007
C -1.34195 -1.51052 -4.67345  -0.113
C -0.35258 -2.04625 -3.64507  -0.384
C -6.10359 -1.81336 3.02540  -0.077
C -3.13282 1.78493 -2.61353  -0.018
C -4.50674 -0.07739 2.59154  -0.232
C 0.21060 0.90837 2.52213  -0.517
C -4.20951 1.81724 -1.73065  0.050
C 5.22195 0.49528 -4.91082  -0.081
C -2.84541 3.05939 -0.08449  0.022
C 1.84428 -2.79626 -1.22057  -0.127
H -2.31567 -0.60419 0.32981  0.003
H -2.82788 -0.86419 -2.28450  0.065
H -2.83072 0.99203 1.73929  0.097
H -0.45359 -3.13560 -3.51398  0.113
H -4.40815 -1.25300 5.78982  0.130
H 6.56025 0.29492 -1.24063  0.087
H -1.84871 -1.13897 3.01472  0.084
H 2.41183 -1.88459 -0.97563  0.026
H -2.45457 -2.57320 -2.03382  0.116
H -5.21308 1.42038 -1.92661  0.157
H 0.14885 -2.38314 0.07965  0.055
H 0.91694 2.85023 2.97829  0.179
H -3.21939 1.44886 -3.64346  0.139
H 5.22491 3.70128 -2.01638  0.114
H 5.41542 1.51381 -4.55167  0.057
H 7.05449 -1.38820 -1.58847  0.133
H -0.17953 -3.55893 -1.19515  0.120
H -5.85333 -0.85130 1.07682  0.115
H 3.92668 -1.19624 -4.40194  0.109
H -0.48002 -1.66283 2.01887  0.059
H -2.87000 3.71975 0.79397  0.158
H 1.31845 3.34853 5.62537  0.137
H -0.79796 3.45271 -0.60715  0.118
H 2.06081 -3.06806 -2.26456  0.082
H -6.98684 -2.36572 2.69302  0.134
H 2.21504 -3.61446 -0.58264  0.108
H 3.48010 2.20646 -1.23955  0.061
H -3.79108 -1.45643 -0.16296  0.085
H -1.32171 -2.15817 -5.55737  0.104
H 6.12595 -0.12501 -4.80762  0.096
H 0.67781 -1.85054 -3.97011  0.073
H -0.72359 -1.27396 5.89530  0.125
H -0.51345 -2.09796 3.76483  0.119
H 5.05592 1.50595 -0.80992  0.097
H -0.33385 0.07595 8.00589  0.132
H 5.00080 0.56310 -5.98492  0.120
H -2.37418 -1.47318 -4.31043  0.070
H -2.38647 -2.38609 0.37036  0.094
H 0.75507 2.29513 7.91763  0.137
H 6.54634 -0.31201 -2.89615  0.069
H 4.67167 -1.20336 -0.59452  0.108
H -5.73706 1.39061 0.65526  0.157
H 6.16836 2.43878 -2.74278  0.100
H 3.08200 0.32678 -4.69934  0.023
H 4.60499 2.94597 -3.48678  0.077
H 4.76382 -2.04241 -2.14966  0.105
H -1.05208 -0.50281 -4.98861  0.075
H -3.16706 0.37952 4.23531  0.112

Its net charge is +4. As for the HOMO-LUMO gap (spin up / spin down): 1.91 / 1.90 eV. The value obtained for the LUMO energy (spin up / spin down) is -15.767 / -15.770 eV. The total energy comes out at -7956.5049 Ha. The HOMO energy (spin up / spin down) is -17.7 / -17.7 eV.


# C33H48GeN7O2SeTi

A molecular structure, C33H48GeN7O2SeTi in a non-equilibrium geometry (the ωB97M-V functional and the def2-TZVPD basis, OMol25).

Last column: Löwdin charge in e.
Geometry (Å):
Se 1.43132 2.14141 -0.21123  1.052
Ge 0.82362 4.76401 1.82817  0.844
Ti 0.22122 -0.10189 0.15307  0.999
O 0.70892 -0.24639 -1.55943  -0.187
O 1.54802 -4.03199 -2.81703  0.119
N -0.70668 -2.82769 0.44887  0.110
N 1.00152 -0.04929 2.12617  -0.028
N -1.92598 -2.97789 2.22527  -0.044
N 1.92222 -2.04849 -0.99403  0.112
N 1.71952 -1.48589 0.17857  -0.114
N -0.81258 -1.64969 1.04787  -0.161
N -1.53468 -1.73039 2.11317  0.148
C -2.16778 -0.45769 -1.33823  -0.047
C -1.94048 0.70041 -0.56473  -0.387
C -1.83248 -0.57259 -5.60723  -0.055
C 1.29862 0.83571 4.33227  0.016
C 1.67112 -1.03119 -5.65033  -0.055
C -1.89688 -3.81979 4.56747  -0.385
C 2.65402 -0.99489 3.61667  0.049
C 1.69632 -2.38819 -6.01143  -0.006
C -1.95368 -0.46679 -2.70863  0.022
C 1.55682 -0.68029 -4.33043  -0.033
C 3.13442 1.53311 -0.92813  -0.271
C -2.73498 -3.42919 3.32227  -0.078
C 2.31082 -1.81669 1.28167  0.034
C -1.29128 1.82151 -2.62793  0.015
C -2.16698 1.89311 -5.54343  -0.035
C 1.60522 -3.04579 -3.69253  -0.234
C 1.83912 5.83931 3.12827  -0.189
C 2.32412 -0.06909 4.59007  0.022
C -1.48328 1.84201 -1.25873  -0.102
C 1.36572 -1.30489 -1.95303  -0.330
C -1.39668 -3.66539 1.18837  -0.024
C 2.09282 3.23071 1.26017  -0.499
C -1.55638 0.67991 -3.39953  -0.131
C 1.65112 -3.37169 -5.05303  0.033
C 1.98452 -0.95749 2.38987  -0.225
C 0.66182 0.79881 3.10177  -0.109
C -2.52958 0.85211 0.82517  -0.031
C 0.32122 5.67551 0.15057  -0.195
C -1.18988 -2.60739 5.16237  -0.067
C -0.79268 3.86471 2.56127  -0.202
C 1.51972 -1.66849 -3.32543  -0.072
C -0.91938 -4.94869 4.25747  -0.059
C -1.41828 0.71691 -4.90083  -0.367
H -0.65738 -2.90819 6.05987  0.093
H -1.99198 1.85401 -6.61453  0.095
H -2.62308 -4.18169 5.30207  0.154
H -1.13488 3.08471 1.88047  -0.022
H -3.23578 1.82141 -5.37183  0.098
H 3.61272 0.82381 -0.25213  0.049
H 0.18192 4.96181 -0.66153  -0.006
H -1.61798 -0.48569 -6.66883  0.097
H 1.76502 -2.66529 -7.05073  0.129
H -3.31538 -4.29109 2.99107  0.148
H 1.08882 6.38581 -0.14153  0.034
H -0.99068 2.73781 -3.11503  0.135
H 2.71422 6.27681 2.65517  0.033
H -1.29528 -1.44379 -5.24253  0.068
H -0.35748 0.90201 -5.10393  0.123
H 2.97962 3.72951 0.85997  0.036
H -2.90078 -0.73519 -5.49293  0.099
H -3.40538 -2.60929 3.58997  0.145
H -3.33978 0.13581 0.96437  0.104
H 1.55272 0.35631 -4.02493  0.117
H 1.66042 -3.72819 -1.89773  0.093
H -0.60558 6.22861 0.28337  0.035
H -2.96708 1.84661 0.91867  0.108
H 2.94992 1.06881 -1.89623  0.032
H 3.00492 -2.64999 1.35097  0.168
H 1.19872 6.64821 3.47107  0.034
H 1.66442 -4.41979 -5.31003  0.138
H 2.41302 2.57601 2.07347  0.013
H 2.16022 5.26531 3.99277  0.025
H 3.43202 -1.72519 3.77347  0.140
H -0.46978 -2.17439 4.46487  0.050
H 1.73742 -0.27199 -6.41313  0.123
H -1.80858 0.71451 1.64667  0.044
H -0.14878 1.48621 2.88837  0.083
H -0.62508 3.45831 3.55387  0.018
H 0.99852 1.56111 5.07157  0.134
H 3.77232 2.40681 -1.06713  0.060
H -2.65078 -1.32709 -0.90093  0.127
H -1.51748 -4.71129 0.98627  0.160
H -0.13598 -4.62869 3.56757  0.070
H -1.59168 4.59441 2.65117  0.040
H -1.82038 2.85901 -5.19033  0.076
H -0.43988 -5.26959 5.17847  0.096
H -1.43488 -5.81279 3.84447  0.090
H -2.17098 -1.37339 -3.25073  0.126
H -1.38628 2.78341 -0.71933  0.109
H -1.90548 -1.84209 5.45037  0.088
H 2.84402 -0.05589 5.53447  0.139

For the energy relative to the best compared isomer or geometry (same formula, charge and spin), the calculation gives 1.395 eV. Its net charge is +3. As for the HOMO-LUMO gap: 4.91 eV. The value obtained for the LUMO energy is -10.782 eV. The total energy comes out at -7146.9658 Ha. The HOMO energy is -15.7 eV.


What is the net charge in the first record?
+4